# 1
A 6-piece molecular cluster, C54H75BrFNO5S2 overall at a distorted geometry. Source: OMol25; level of theory: ωB97M-V with the def2-TZVPD basis set.

Geometry as XYZ:
```
139
C54H75BrFNO5S2 | OMol25 | ωB97M-V with the def2-TZVPD basis set
C 2.114 -3.708 4.059
C 0.978 -3.483 3.407
N 0.827 -2.905 2.109
C 1.545 -3.576 1.023
C 3.092 -3.520 0.981
C 3.633 -3.155 -0.406
C 3.344 -4.260 -1.424
C 5.121 -2.759 -0.342
C 5.316 -1.230 -0.274
C 6.476 -0.747 0.554
C 6.418 0.412 1.281
C 7.351 1.552 0.950
C 5.454 0.646 2.431
C 0.529 -1.501 1.950
Br 0.049 -0.763 3.734
C 1.750 -0.675 1.527
O 1.537 0.716 1.709
O 2.464 1.397 0.856
C -0.744 -1.216 1.009
C -0.327 -1.071 -0.483
C -1.332 -1.442 -1.574
C -0.711 -1.172 -2.962
S -1.784 -0.312 -4.136
O -1.243 0.031 1.387
C -2.626 0.301 1.607
C -2.765 1.774 2.013
C -1.743 2.735 1.397
C -2.103 3.313 0.021
C -2.510 2.260 -1.006
C -0.872 4.065 -0.505
S -1.865 -2.661 1.246
O -1.360 -3.776 0.525
O -2.230 -2.793 2.609
F -3.159 -2.209 0.473
H 2.061 -3.971 5.108
H 3.096 -3.688 3.610
H 0.045 -3.770 3.882
H 1.166 -3.229 0.063
H 1.239 -4.622 1.065
H 3.506 -2.850 1.733
H 3.477 -4.521 1.200
H 3.064 -2.279 -0.752
H 3.846 -4.061 -2.371
H 3.616 -5.248 -1.046
H 2.275 -4.297 -1.656
H 5.638 -3.181 -1.203
H 5.536 -3.170 0.581
H 4.410 -0.742 0.108
H 5.517 -0.836 -1.275
H 7.371 -1.371 0.600
H 8.326 1.210 0.590
H 6.833 2.132 0.186
H 7.531 2.195 1.817
H 5.850 1.442 3.060
H 4.450 0.973 2.130
H 5.340 -0.267 3.010
H 2.064 -0.883 0.504
H 2.568 -1.000 2.179
H 1.947 1.512 0.045
H -0.120 -0.002 -0.585
H 0.602 -1.598 -0.688
H -2.268 -0.894 -1.476
H -1.564 -2.504 -1.532
H 0.200 -0.581 -2.841
H -0.403 -2.107 -3.426
H -1.836 0.867 -3.502
H -3.181 0.125 0.685
H -3.036 -0.322 2.404
H -2.726 1.843 3.100
H -3.768 2.080 1.696
H -1.684 3.595 2.072
H -0.741 2.305 1.372
H -2.886 4.069 0.132
H -2.711 2.766 -1.955
H -1.701 1.548 -1.188
H -3.435 1.759 -0.719
H 0.009 3.416 -0.495
H -1.026 4.421 -1.525
H -0.639 4.925 0.125
C -7.011 3.204 1.116
C -6.762 3.291 -0.247
C -6.745 4.529 -0.874
C -6.974 5.683 -0.136
C -7.222 5.597 1.227
C -7.243 4.357 1.852
H -7.025 2.237 1.604
H -6.578 2.391 -0.821
H -6.554 4.595 -1.938
H -6.960 6.649 -0.623
H -7.401 6.496 1.802
H -7.441 4.291 2.915
C -10.546 6.512 2.477
C -10.292 7.093 3.712
C -10.801 8.351 4.006
C -11.570 9.025 3.067
C -11.825 8.443 1.832
C -11.310 7.188 1.536
H -10.145 5.533 2.246
H -9.697 6.565 4.447
H -10.600 8.805 4.968
H -11.970 10.004 3.297
H -12.425 8.969 1.101
H -11.504 6.736 0.572
C 5.846 -8.881 -3.227
C 6.117 -7.619 -3.737
C 5.076 -6.744 -4.012
C 3.764 -7.129 -3.771
C 3.493 -8.390 -3.259
C 4.534 -9.267 -2.989
H 6.658 -9.565 -3.014
H 7.140 -7.317 -3.920
H 5.287 -5.761 -4.414
H 2.951 -6.444 -3.981
H 2.470 -8.688 -3.069
H 4.323 -10.252 -2.594
C -3.404 -1.619 -8.413
C -3.924 -1.140 -7.218
C -5.232 -0.677 -7.169
C -6.021 -0.700 -8.311
C -5.501 -1.182 -9.504
C -4.191 -1.639 -9.556
H -2.383 -1.978 -8.452
H -3.313 -1.124 -6.326
H -5.636 -0.299 -6.239
H -7.042 -0.342 -8.271
H -6.117 -1.201 -10.395
H -3.785 -2.012 -10.487
C 9.004 0.466 4.175
C 10.252 1.021 3.926
C 10.998 1.553 4.968
C 10.499 1.525 6.263
C 9.252 0.970 6.514
C 8.504 0.445 5.470
H 8.416 0.062 3.359
H 10.644 1.038 2.916
H 11.969 1.989 4.771
H 11.082 1.937 7.077
H 8.862 0.948 7.524
H 7.528 0.017 5.665
```

Output
* HOMO: -0.269 hartree
* total energy: -6003.549976 Eh
* LUMO energy: 0.2 eV
* net charge: 0
* SMILES: C=CN(CC[C@H](C)CCC=C(C)C)[C@@](Br)(COO)[C@](CCCS)(OCCCC(C)C)S(=O)(=O)F.c1ccccc1.c1ccccc1.c1ccccc1.c1ccccc1.c1ccccc1



# 2
C28H43MnN4O6SbSi3 as an isolated structure. Source: OMol25; level of theory: ωB97M-V with the def2-TZVPD basis set.

Geometry as XYZ:
```
86
C28H43MnN4O6SbSi3 | OMol25 | ωB97M-V with the def2-TZVPD basis set
Mn -0.350 0.688 -0.381
O 3.942 -1.084 -0.768
C 2.627 -0.945 -0.539
O 1.790 -1.299 -1.313
C 2.337 -0.383 0.816
C 3.273 -0.415 1.833
C 2.879 -0.013 3.105
C 1.573 0.379 3.308
C 0.704 0.413 2.224
N 1.082 0.070 0.991
C -0.760 0.790 2.412
O -1.178 0.922 3.551
O -1.421 0.874 1.319
H 4.031 -1.481 -1.646
H 4.273 -0.774 1.641
H 3.591 -0.032 3.919
H 1.168 0.675 4.265
O 0.941 1.270 -1.804
N 0.433 1.941 -2.766
N -0.824 2.111 -2.686
O -1.562 1.634 -1.699
C -1.485 2.834 -3.733
C -0.755 3.346 -4.799
C -1.433 4.034 -5.792
C -2.809 4.205 -5.720
C -3.516 3.686 -4.647
C -2.859 2.994 -3.640
H 0.312 3.205 -4.850
H -0.879 4.438 -6.629
H -3.328 4.743 -6.502
H -4.589 3.816 -4.586
H -3.388 2.578 -2.796
C -4.755 0.266 -1.453
Si -3.799 -1.175 -2.190
C -3.137 -0.725 -3.891
C -4.924 -2.675 -2.331
Sb -1.801 -1.574 -0.689
Si -2.768 -2.399 1.518
C -3.810 -1.064 2.325
C -3.858 -3.920 1.305
C -1.288 -2.848 2.591
Si -0.702 -3.624 -1.701
C -0.008 -3.086 -3.367
C -1.825 -5.099 -2.011
C 0.669 -4.138 -0.506
H -5.468 0.668 -2.180
H -4.080 1.063 -1.142
H -5.323 -0.049 -0.575
H -3.943 -0.371 -4.538
H -2.675 -1.588 -4.374
H -2.385 0.063 -3.823
H -5.764 -2.443 -2.992
H -5.331 -2.965 -1.361
H -4.399 -3.537 -2.745
H -4.509 -0.614 1.616
H -3.207 -0.268 2.756
H -4.400 -1.537 3.116
H -4.854 -3.633 0.962
H -3.974 -4.416 2.273
H -3.457 -4.651 0.601
H -0.486 -2.114 2.511
H -0.881 -3.821 2.303
H -1.586 -2.898 3.641
H -0.793 -3.108 -4.126
H 0.775 -3.784 -3.682
H 0.424 -2.088 -3.338
H -2.452 -4.935 -2.890
H -2.479 -5.332 -1.170
H -1.209 -5.982 -2.205
H 0.955 -3.336 0.173
H 1.556 -4.445 -1.064
H 0.346 -4.989 0.101
N 0.156 3.086 0.170
C 0.201 3.567 1.493
C 1.413 3.619 2.175
C 1.447 4.015 3.504
C 0.278 4.359 4.165
C -0.929 4.310 3.480
C -0.972 3.920 2.154
H -0.622 3.440 -0.370
H 1.024 3.204 -0.334
H 2.330 3.345 1.662
H 2.396 4.050 4.024
H 0.304 4.655 5.205
H -1.851 4.558 3.989
H -1.919 3.842 1.634
```

Output
* 2S+1: 2
* relative energy (zero: lowest compared OMol25 entry of this formula, charge and spin): 9.9 kcal per mole
* HOMO (spin up / spin down): -0.277 / -0.268 hartree
* total energy: -4023.030290 Eh
* expectation value of S²: 1.1513
* LUMO energy (spin up / spin down): -0.1 / -0.1 eV
* net charge: 0



# 3
A 2-piece molecular cluster, C5H14 overall at a distorted geometry. Source: OMol25; level of theory: ωB97M-V with the def2-TZVPD basis set.

Geometry as XYZ:
```
19
C5H14 | OMol25 | ωB97M-V with the def2-TZVPD basis set
C 0.008 1.637 0.227
C -0.837 2.896 0.547
C 0.322 0.836 1.515
H -0.584 0.970 -0.401
H 0.916 1.905 -0.307
H -0.796 3.129 1.607
H -1.867 2.772 0.221
H 1.208 1.201 2.031
H -0.583 0.726 2.107
H -0.438 3.734 -0.030
H 0.589 -0.180 1.215
C -0.091 -2.294 -1.810
C 0.562 -2.661 -0.463
H -0.924 -2.949 -2.045
H -0.207 -1.219 -1.755
H 0.600 -2.494 -2.638
H 1.253 -3.474 -0.253
H 1.056 -1.755 -0.099
H -0.188 -2.780 0.333
```

Output
* relative energy (zero: lowest compared OMol25 entry of this formula, charge and spin): 14.9 kcal per mole
* HOMO: -0.415 hartree
* total energy: -198.865447 Eh
* LUMO energy: 1.2 eV
* net charge: 0
* SMILES: CCC.CC



# 4
A 2-piece molecular cluster, C5H15N3 overall. Source: OMol25; level of theory: ωB97M-V with the def2-TZVPD basis set.

Geometry as XYZ:
```
23
C5H15N3 | OMol25 | ωB97M-V with the def2-TZVPD basis set
C 0.570 1.685 -0.074
C 1.774 1.247 -0.900
C 1.732 -0.252 -1.162
N 1.889 1.959 -2.180
H 0.608 1.227 0.916
H 0.563 2.772 0.016
H -0.382 1.396 -0.524
H 2.687 1.468 -0.341
H 2.604 -0.573 -1.732
H 1.721 -0.805 -0.224
H 0.840 -0.520 -1.733
H 1.624 2.928 -2.060
H 1.272 1.546 -2.869
C -2.248 -2.098 0.180
N -2.304 -1.725 1.589
C -1.474 -0.701 1.979
N -0.772 -0.767 3.034
H -3.029 -2.823 -0.037
H -2.459 -1.204 -0.411
H -1.285 -2.503 -0.142
H -2.165 -2.519 2.205
H -1.495 0.159 1.308
H -0.270 0.102 3.164
```

Output
* relative energy (zero: lowest compared OMol25 entry of this formula, charge and spin): 20.6 kcal per mole
* HOMO: -0.341 hartree
* total energy: -363.754342 Eh
* LUMO energy: 0.9 eV
* net charge: 0
* SMILES: [H]/N=C/NC.CC(C)N



# 5
C20H24AsF6N6O2S2Tl as an isolated structure. Source: OMol25; level of theory: ωB97M-V with the def2-TZVPD basis set.

Geometry as XYZ:
```
62
C20H24AsF6N6O2S2Tl | OMol25 | ωB97M-V with the def2-TZVPD basis set
Tl 1.337 0.075 -0.028
C 2.519 4.354 -1.929
C 1.734 4.003 -0.694
C 2.358 3.689 0.508
C 1.618 3.303 1.620
C 0.236 3.224 1.544
C -0.397 3.554 0.354
C 0.344 3.942 -0.753
H 3.588 4.395 -1.717
H 2.207 5.320 -2.331
H 2.338 3.619 -2.715
H 3.441 3.714 0.567
H 2.121 3.015 2.534
H -0.332 2.859 2.389
H -1.476 3.475 0.284
H -0.141 4.163 -1.699
S 3.717 -1.612 0.394
C 2.999 -3.179 0.281
C 3.656 -4.220 1.031
N 4.210 -5.040 1.624
C 1.887 -3.524 -0.438
S 0.982 -2.472 -1.503
C 1.350 -4.841 -0.287
N 0.814 -5.860 -0.169
N -1.695 -3.808 -0.240
C -2.592 -3.367 0.640
N -2.849 -4.162 1.730
N -3.307 -2.269 0.532
C -3.051 -1.468 -0.485
N -2.890 -0.720 -1.356
H -1.099 -4.586 0.013
H -1.223 -3.146 -0.858
H -2.057 -4.700 2.047
H -3.293 -3.639 2.470
C -2.373 2.241 -2.795
As -1.034 1.806 -4.104
C -2.057 1.431 -5.709
C -0.277 0.115 -3.621
O 0.032 3.034 -4.374
H -2.967 3.072 -3.173
H -1.867 2.531 -1.878
H -2.983 1.365 -2.581
H -2.778 0.634 -5.528
H -1.364 1.133 -6.494
H -2.572 2.341 -6.011
H -1.080 -0.573 -3.357
H 0.365 0.227 -2.747
H 0.311 -0.271 -4.451
C 1.403 -0.402 4.559
C 0.397 -0.690 3.426
O 0.664 -0.012 2.306
C 0.403 -2.224 3.171
F -0.205 -2.943 4.163
F 1.651 -2.694 3.084
F -0.226 -2.558 2.035
C -1.017 -0.292 3.941
F -1.124 1.051 4.019
F -1.312 -0.748 5.191
F -2.007 -0.718 3.142
H 2.397 -0.572 4.151
H 1.253 -1.025 5.444
H 1.310 0.649 4.833
```

Output
* relative energy (zero: lowest compared OMol25 entry of this formula, charge and spin): 25.8 kcal per mole
* HOMO: -0.050 hartree
* total energy: -5059.516032 Eh
* LUMO energy: 4.4 eV
* net charge: -2



# 6
A 2-piece molecular cluster, C5H8O2 overall at a distorted geometry. Source: OMol25; level of theory: ωB97M-V with the def2-TZVPD basis set.

Geometry as XYZ:
```
15
C5H8O2 | OMol25 | ωB97M-V with the def2-TZVPD basis set
O 0.476 -0.248 -1.682
C 0.840 0.040 -0.401
C 1.166 1.255 0.048
C -1.562 1.966 -0.201
O -1.663 1.634 -1.286
C 0.612 -1.133 0.507
C -0.853 -1.080 0.983
H 0.188 0.562 -2.123
H 1.302 1.411 1.113
H 1.214 2.127 -0.598
H -1.180 -0.040 1.042
H 1.304 -1.086 1.354
H 0.815 -2.062 -0.038
H -1.518 -1.592 0.282
H -0.976 -1.508 1.980
```

Output
* relative energy (zero: lowest compared OMol25 entry of this formula, charge and spin): 29.1 kcal per mole
* HOMO: -0.328 hartree
* total energy: -345.758509 Eh
* LUMO energy: 1.0 eV
* net charge: 0



# 7
C21H50CuN6O4SSb as an isolated structure. Source: OMol25; level of theory: ωB97M-V with the def2-TZVPD basis set.

Geometry as XYZ:
```
84
C21H50CuN6O4SSb | OMol25 | ωB97M-V with the def2-TZVPD basis set
Cu 2.478 -0.975 -0.818
C -0.691 -3.752 -3.395
N 0.248 -3.965 -2.290
C -0.265 -4.618 -1.101
C 1.322 -3.129 -2.148
N 1.880 -2.831 -1.020
N 1.820 -2.675 -3.349
C 2.789 -1.716 -3.603
N 2.674 -1.250 -4.902
N 3.667 -1.374 -2.732
H -0.376 -4.276 -4.302
H -0.819 -2.688 -3.597
H -1.658 -4.155 -3.105
H -0.976 -5.382 -1.405
H -0.772 -3.924 -0.423
H 0.543 -5.116 -0.566
H 1.343 -3.193 -0.244
H 1.299 -2.934 -4.168
H 1.734 -0.876 -5.062
H 3.367 -0.549 -5.116
H 4.224 -0.616 -3.111
C 1.715 2.999 -0.125
N 3.066 2.753 -0.615
C 3.714 3.832 -1.333
C 3.570 1.530 -0.463
C 4.926 1.213 -1.035
O 2.929 0.679 0.192
H 1.347 3.920 -0.574
H 1.705 3.100 0.962
H 1.071 2.170 -0.405
H 3.742 4.728 -0.711
H 3.161 4.057 -2.248
H 4.732 3.569 -1.598
H 5.697 1.811 -0.547
H 4.961 1.422 -2.104
H 5.128 0.159 -0.866
C -1.030 1.591 -2.808
S 0.152 0.277 -2.966
O -0.276 -0.788 -2.066
O 0.094 -0.132 -4.374
O 1.443 0.864 -2.588
H -2.001 1.220 -3.130
H -0.709 2.411 -3.446
H -1.066 1.902 -1.765
C -3.246 2.905 1.845
C -2.082 2.311 2.639
C -1.000 3.390 2.749
C -2.567 1.935 4.036
Sb -1.200 0.696 1.419
C -2.946 -0.558 0.932
C -2.405 -1.926 0.518
C -3.584 0.068 -0.312
C -3.997 -0.724 2.023
C -0.124 -0.515 2.914
C 0.842 0.423 3.640
C 0.719 -1.524 2.133
C -0.984 -1.259 3.930
H -3.583 3.830 2.328
H -4.104 2.233 1.797
H -2.956 3.158 0.821
H -1.396 4.256 3.294
H -0.684 3.735 1.761
H -0.112 3.045 3.281
H -3.019 2.813 4.516
H -1.751 1.603 4.679
H -3.321 1.148 4.015
H -1.615 -1.826 -0.233
H -3.216 -2.516 0.071
H -2.023 -2.494 1.368
H -2.870 0.097 -1.139
H -3.952 1.081 -0.140
H -4.437 -0.543 -0.631
H -3.586 -1.150 2.938
H -4.784 -1.402 1.667
H -4.482 0.219 2.279
H 1.468 0.976 2.934
H 1.512 -0.167 4.277
H 0.328 1.138 4.285
H 1.390 -1.023 1.433
H 0.106 -2.230 1.569
H 1.337 -2.102 2.832
H -1.637 -0.597 4.499
H -0.332 -1.775 4.647
H -1.606 -2.020 3.457
```

Output
* relative energy (zero: lowest compared OMol25 entry of this formula, charge and spin): 7.1 kcal per mole
* HOMO: -0.276 hartree
* total energy: -3738.633308 Eh
* LUMO energy: 0.6 eV
* net charge: 0



# 8
A 2-piece molecular cluster, CH7N2OP overall at a distorted geometry. Source: OMol25; level of theory: ωB97M-V with the def2-TZVPD basis set.

Geometry as XYZ:
```
12
CH7N2OP | OMol25 | ωB97M-V with the def2-TZVPD basis set
C 1.724 -0.456 -0.789
N -1.952 -0.094 1.586
N 1.318 0.899 -0.449
O -1.816 0.717 -0.751
P -1.794 -0.516 0.014
H 2.620 -0.864 -0.241
H 0.998 -1.293 -0.571
H 2.020 -0.652 -1.856
H -2.361 -0.836 2.137
H -2.292 0.864 1.731
H 0.856 1.034 0.420
H 0.678 1.197 -1.230
```

Output
* relative energy (zero: lowest compared OMol25 entry of this formula, charge and spin): 19.4 kcal per mole
* HOMO: -0.331 hartree
* total energy: -568.410680 Eh
* LUMO energy: 0.3 eV
* net charge: 0
* SMILES: NP=O.CN